(1)
{
  "formula": "C2H3F3N4",
  "method": "ωB97M-V/def2-TZVPD",
  "symbols": ["N", "C", "C", "N", "N", "F", "N", "F", "F", "H", "H", "H"],
  "xyz": [[0.564042, -1.235832, 2.395740], [0.442960, -0.749903, 1.377603], [0.137319, 0.005164, 0.122018], [0.541568, 1.355588, 0.203616], [-1.484747, 0.109918, -0.109731], [-1.991661, -1.142095, 0.310818], [0.656810, -0.885149, -0.921722], [1.900059, -1.268590, -0.651665], [0.702798, -0.022001, -2.135680], [-0.052822, 1.888769, -0.503891], [0.253782, 1.769321, 1.037730], [-1.670106, 0.174811, -1.124836]],
  "forces_ev_per_angstrom": [[0.36, -0.67, 1.18], [-1.19, 1.35, -1.47], [-2.53, 0.19, 0.72], [-0.06, 0.53, -3.49], [2.48, -0.85, 1.25], [-0.18, 0.30, -0.69], [-1.93, 0.77, -2.39], [1.22, 0.54, -0.12], [0.42, -1.07, 1.86], [1.41, -0.85, 0.84], [-0.34, 0.36, 2.02], [0.32, -0.60, 0.30]],
  "homo_lumo_gap_ev": 11.62,
  "de_lowest_kcal_mol": 110.6,
  "total_charge": 0,
  "total_energy_ha": -596.37419,
  "e_homo_ev": -11.3903,
  "smiles": "N#C[C@](N)(NF)N(F)F"
}

=====

(2)
{
  "formula": "C2H6NaO2",
  "method": "ωB97M-V/def2-TZVPD",
  "symbols": ["O", "O", "C", "C", "H", "H", "H", "H", "H", "H", "Na"],
  "xyz": [[0.925997, -0.147963, -0.872422], [0.161819, -0.283666, 1.825355], [-0.120129, 0.639371, -0.322352], [-0.821987, -0.074669, 0.807598], [1.480459, -0.424701, -0.113222], [-0.201590, -0.907534, 2.488041], [0.263104, 1.611895, 0.042012], [-0.834867, 0.845111, -1.142270], [-1.666720, 0.534912, 1.182166], [-1.234665, -1.037028, 0.448410], [2.048579, -0.755729, -4.343317]],
  "forces_ev_per_angstrom": [[0.69, -0.32, 0.27], [-0.54, -0.59, 0.27], [-0.55, 0.63, -0.21], [-0.32, -0.19, 0.17], [-0.40, 0.16, -0.49], [0.38, 0.60, -0.56], [-0.06, -0.39, -0.13], [0.31, -0.12, 0.42], [0.37, -0.14, -0.16], [0.21, 0.31, 0.12], [-0.09, 0.05, 0.29]],
  "homo_lumo_gap_ev": 7.91,
  "total_charge": 1,
  "total_energy_ha": -392.34856,
  "e_homo_ev": -13.2559
}

=====

(3)
{
  "formula": "C42H41BrO2P2Zr",
  "method": "ωB97M-V/def2-TZVPD",
  "symbols": ["Zr", "C", "C", "C", "C", "C", "C", "C", "C", "C", "H", "H", "H", "H", "H", "H", "H", "H", "H", "H", "H", "H", "H", "H", "H", "P", "P", "C", "C", "C", "C", "C", "C", "C", "C", "C", "C", "C", "C", "C", "C", "C", "C", "C", "C", "C", "C", "C", "C", "C", "C", "C", "C", "H", "H", "H", "H", "H", "H", "H", "H", "H", "H", "H", "H", "H", "H", "H", "H", "H", "H", "H", "H", "H", "H", "Br", "C", "C", "C", "C", "C", "C", "C", "O", "O", "H", "H", "H", "H"],
  "xyz": [[-2.118387, -0.752764, 1.953208], [-2.209638, -3.557241, 2.483913], [-1.119697, -2.957951, 1.836128], [-0.884662, -3.223082, 0.329537], [-1.448035, -2.166552, -0.645135], [-2.755388, -1.493437, -0.204883], [-3.844162, -2.277279, 0.166577], [-3.800496, -3.743082, 0.405951], [-3.287258, -4.281141, 1.813812], [-1.121915, 1.099226, 2.598012], [-2.229628, -3.628079, 3.575557], [-0.213880, -2.897935, 2.458059], [-1.265311, -4.206717, -0.007467], [0.203791, -3.327430, 0.152869], [-0.661333, -1.427146, -0.905970], [-1.677359, -2.691157, -1.589414], [-2.901395, -0.442441, -0.544807], [-4.843100, -1.814783, 0.207607], [-3.288122, -4.297264, -0.398913], [-4.853824, -4.076538, 0.365511], [-4.152443, -4.211538, 2.502834], [-3.075277, -5.372336, 1.707643], [-1.418172, 1.406396, 3.621200], [-1.309055, 1.954460, 1.930225], [-0.034681, 0.915734, 2.617601], [3.296931, 1.275722, -0.935435], [1.374945, 2.269654, -2.360213], [2.987633, 0.211747, -2.391321], [2.130406, 0.853198, -3.222560], [5.085586, 1.652479, -1.133058], [5.877388, 0.910245, -2.012531], [7.266207, 0.874464, -1.853000], [7.873924, 1.660228, -0.871412], [7.097408, 2.553978, -0.111539], [5.711786, 2.578070, -0.263363], [3.287631, 0.025787, 0.401225], [2.012236, -0.288255, 0.909451], [1.886099, -1.280080, 1.875410], [2.991120, -2.082032, 2.207892], [4.269549, -1.735262, 1.739127], [4.426642, -0.658500, 0.855291], [1.964498, 3.579310, -3.569325], [3.346628, 3.840054, -3.687490], [3.845792, 4.553830, -4.776933], [2.972803, 5.030458, -5.768779], [1.598069, 4.822179, -5.632543], [1.094188, 4.143525, -4.511314], [-0.389117, 2.055620, -2.825024], [-1.332911, 3.023430, -2.421192], [-2.650536, 2.962980, -2.890203], [-3.029362, 1.950844, -3.787389], [-2.091116, 1.000730, -4.199281], [-0.792310, 1.022942, -3.679725], [3.423474, -0.786328, -2.507517], [1.877930, 0.622031, -4.263114], [5.419065, 0.303823, -2.788419], [7.848326, 0.197912, -2.476167], [8.948698, 1.571742, -0.687478], [7.580437, 3.200520, 0.629048], [5.095991, 3.273629, 0.313224], [1.142200, 0.260042, 0.529872], [0.932264, -1.405591, 2.400594], [2.855457, -2.967173, 2.835868], [5.148698, -2.304421, 2.058851], [5.423904, -0.381257, 0.503863], [4.028510, 3.455777, -2.930318], [4.915715, 4.736566, -4.873660], [3.364918, 5.552096, -6.646544], [0.907191, 5.181088, -6.407463], [0.012315, 4.036861, -4.411219], [-1.016014, 3.843350, -1.776329], [-3.377290, 3.722993, -2.584880], [-4.054694, 1.904878, -4.172656], [-2.348733, 0.243336, -4.945128], [-0.075848, 0.265868, -3.996132], [-6.382832, -3.441887, 2.964623], [-6.030291, -2.454931, 4.567717], [-6.931664, -2.516248, 5.631520], [-6.682272, -1.826241, 6.826423], [-5.445339, -1.173518, 6.978794], [-4.492986, -1.154904, 5.957007], [-4.876451, -1.636293, 4.696989], [-3.982531, -1.254278, 3.627190], [-2.718740, -1.122689, 3.943707], [-4.298508, -1.004909, 2.400900], [-7.850711, -3.089799, 5.505699], [-7.443433, -1.845347, 7.609508], [-5.218360, -0.645783, 7.903971], [-3.501083, -0.698188, 6.067236]],
  "forces_ev_per_angstrom": [[-0.91, 0.43, 2.18], [2.32, -0.23, -0.79], [-0.81, -1.94, 0.36], [0.52, -0.45, -0.28], [0.49, 0.33, -0.21], [-1.01, -1.01, -0.50], [0.88, 1.57, -0.84], [-0.58, -1.34, 0.37], [-1.72, 0.53, -0.52], [-0.19, -0.23, -0.40], [0.22, 0.22, -0.23], [-0.45, 0.47, -0.05], [0.01, 0.42, 0.76], [-0.45, 0.38, 0.28], [-0.52, -0.16, 0.21], [0.14, 0.37, 0.19], [-0.28, -0.50, 0.02], [0.64, -0.11, 0.19], [-0.06, 0.54, 0.18], [0.50, 0.01, -0.03], [0.47, -0.36, -0.47], [0.22, 0.71, 0.21], [-0.03, -0.30, -0.44], [0.12, -0.10, 0.02], [-0.05, 0.04, -0.07], [1.98, -0.19, 1.04], [-1.58, 1.81, -1.21], [-0.88, 0.35, -0.11], [0.52, -0.35, 0.82], [0.36, -0.11, -0.02], [0.48, -0.16, 0.40], [-0.15, 0.28, 0.04], [-0.20, 0.04, 0.15], [0.19, -0.16, -0.17], [-0.28, -0.59, -0.12], [0.26, -0.47, -0.26], [0.58, 0.02, 0.15], [0.29, -0.24, -0.18], [0.09, 0.28, 0.11], [-0.31, -0.01, -0.09], [-0.53, -0.27, 0.41], [-0.25, 0.01, -0.39], [-0.39, -0.15, -0.02], [-0.38, 0.19, -0.14], [-0.04, -0.25, 0.21], [0.04, 0.14, 0.23], [0.21, 0.05, -0.42], [-0.14, 0.19, -0.82], [-0.09, -0.43, -0.24], [0.10, -0.21, -0.03], [0.00, 0.06, 0.06], [0.01, -0.17, 0.28], [-0.49, 0.24, -0.13], [0.11, 0.46, -0.36], [0.20, -0.27, 0.43], [0.09, -0.03, 0.21], [-0.01, 0.26, 0.11], [-0.40, 0.14, -0.13], [-0.21, -0.19, -0.38], [0.20, -0.32, -0.01], [0.26, 0.04, 0.24], [0.37, -0.10, -0.23], [0.15, 0.46, 0.03], [-0.42, 0.14, -0.15], [-0.38, -0.05, 0.06], [-0.01, 0.02, -0.21], [-0.26, -0.07, 0.10], [-0.13, -0.19, 0.36], [0.33, -0.10, 0.45], [0.35, -0.14, -0.10], [-0.06, -0.13, -0.11], [0.29, -0.29, -0.12], [0.47, 0.12, 0.12], [-0.05, 0.23, 0.31], [-0.29, 0.21, -0.02], [-0.44, 0.53, 0.63], [-0.17, 1.01, 0.29], [-0.01, -0.29, -0.45], [0.78, 0.05, -0.67], [0.02, -0.02, 0.40], [-0.86, 0.33, 0.27], [-0.18, -1.02, -0.19], [0.10, -0.26, 0.13], [0.03, 0.29, -1.46], [1.35, 0.12, 0.82], [0.29, 0.10, 0.11], [0.40, 0.12, -0.19], [-0.05, -0.29, -0.12], [-0.71, -0.03, 0.10]],
  "homo_lumo_gap_ev": 2.12,
  "de_lowest_kcal_mol": 58.0,
  "total_charge": 2,
  "total_energy_ha": -5078.59259,
  "e_homo_ev": -10.2756
}

=====

Which formula does entry 1 have?
C2H3F3N4